Formula: C20H26ClN3O4S2
Source: the Open Molecules 2025 dataset
Level of theory: ωB97M-V/def2-TZVPD

- relative energy (zero: lowest compared OMol25 entry of this formula, charge and spin) (kcal per mole) = 454.77
- HOMO (Eh) = -0.3206
- E_LUMO (eV) = -0.249
- frontier orbital gap (eV) = 8.47

Structure (XYZ):
```
56
C20H26ClN3O4S2 (ωB97M-V/def2-TZVPD)
C -0.675 -1.606 -4.494
C -0.429 -1.266 -3.170
C 0.672 -1.879 -2.530
C 0.937 -1.498 -1.072
C 0.161 -0.587 -0.386
S 0.341 -0.410 1.303
O 0.739 1.118 1.363
O -0.826 -0.798 2.138
N 1.762 -1.035 1.766
C 1.529 -2.393 2.385
C 1.223 -2.513 3.770
N 2.551 -1.610 4.348
C 2.048 -1.598 6.006
C 2.351 -0.404 4.082
C 2.787 -0.384 2.484
C -1.114 -0.175 -0.888
C -2.059 0.750 -0.148
C -1.361 -0.408 -2.163
N -2.178 0.118 -3.119
C -3.732 -0.378 -2.941
S -1.783 1.578 -3.755
O -0.929 1.450 -4.816
O -3.129 2.062 -4.089
C -0.930 2.388 -2.423
C 0.375 2.392 -2.183
C 0.847 2.749 -1.129
C 0.314 3.761 -0.379
Cl 0.866 4.426 1.067
C -1.203 4.076 -0.508
C -1.797 3.604 -1.656
H 0.069 -2.210 -4.846
H -0.681 -0.596 -5.089
H -1.779 -2.138 -4.615
H 1.430 -2.469 -3.104
H 1.832 -1.947 -0.555
H 2.403 -3.160 2.249
H 0.664 -2.937 1.810
H 0.260 -1.639 3.967
H 1.317 -3.408 4.187
H 2.245 -2.636 6.287
H 1.335 -1.199 6.330
H 2.991 -0.976 6.328
H 1.537 0.407 3.911
H 3.281 0.364 4.333
H 3.727 -0.791 2.286
H 2.890 0.507 1.961
H -2.775 0.966 -0.917
H -2.690 -0.079 0.610
H -1.611 1.325 0.447
H -4.414 0.482 -3.199
H -3.665 -1.312 -3.698
H -3.966 -0.477 -1.985
H 0.687 1.370 -2.646
H 2.025 2.591 -0.860
H -1.648 4.729 -0.183
H -2.825 3.701 -1.874
```

---

Formula: C58H65BrMnNO5Si
Source: the Open Molecules 2025 dataset
Level of theory: ωB97M-V/def2-TZVPD

- relative energy (zero: lowest compared OMol25 entry of this formula, charge and spin) (kcal per mole) = 0.00
- HOMO (spin up / spin down) (Eh) = -0.1692 / -0.1747
- E_LUMO (spin up / spin down) (eV) = 1.813 / 2.469
- frontier orbital gap (spin up / spin down) (eV) = 6.42 / 7.22
- multiplicity = 4
- net charge = -1

Structure (XYZ):
```
132
C58H65BrMnNO5Si (ωB97M-V/def2-TZVPD)
Mn -0.278 -0.395 -0.761
C -1.156 0.786 5.668
C -2.112 0.369 4.562
C -3.539 0.188 5.053
O -1.661 -0.841 3.978
C -1.439 -0.677 2.583
C -1.447 0.838 2.380
O -2.107 1.343 3.534
C -2.182 1.266 1.098
O -1.519 0.695 0.036
C -2.144 2.780 0.871
C -2.631 3.233 -0.353
C -2.620 4.578 -0.667
C -2.103 5.499 0.239
C -1.603 5.055 1.449
C -1.627 3.700 1.768
C -3.646 0.817 1.116
C -4.587 1.453 1.922
C -5.908 1.036 1.928
C -6.312 -0.019 1.121
C -5.385 -0.644 0.302
C -4.062 -0.225 0.297
C -0.153 -1.425 2.162
O 0.016 -1.352 0.787
C 1.074 -0.895 2.890
C 2.039 -0.188 2.187
C 3.177 0.284 2.827
C 3.369 0.040 4.177
C 2.419 -0.690 4.880
C 1.284 -1.160 4.241
C -0.272 -2.928 2.460
C 0.852 -3.710 2.205
C 0.819 -5.082 2.372
C -0.347 -5.705 2.800
C -1.468 -4.937 3.060
C -1.431 -3.556 2.897
H -1.082 0.002 6.421
H -1.521 1.697 6.141
H -0.167 0.969 5.253
H -3.566 -0.547 5.856
H -4.166 -0.153 4.231
H -3.931 1.134 5.426
H -2.267 -1.130 2.021
H -0.422 1.228 2.321
H -2.999 2.507 -1.064
H -2.999 4.909 -1.624
H -2.086 6.554 -0.005
H -1.190 5.761 2.157
H -1.244 3.373 2.724
H -4.278 2.284 2.542
H -6.627 1.542 2.561
H -7.346 -0.342 1.124
H -5.691 -1.456 -0.344
H -3.340 -0.693 -0.362
H 1.895 -0.023 1.125
H 3.918 0.831 2.257
H 4.259 0.399 4.677
H 2.568 -0.902 5.932
H 0.559 -1.747 4.788
H 1.758 -3.224 1.864
H 1.703 -5.670 2.160
H -0.376 -6.779 2.931
H -2.383 -5.408 3.395
H -2.319 -2.984 3.117
Br -1.055 -6.261 -3.857
C -0.797 -4.590 -2.982
C 0.041 -3.649 -3.562
C 0.227 -2.431 -2.928
C -0.405 -2.176 -1.717
C -1.231 -3.127 -1.140
C -1.438 -4.347 -1.785
H 0.540 -3.864 -4.498
H 0.884 -1.691 -3.359
H -1.696 -2.950 -0.179
H -2.078 -5.099 -1.342
C 2.989 -4.681 -0.501
C 3.339 -3.281 -0.930
C 4.572 -3.017 -1.523
C 4.842 -1.735 -1.965
C 6.174 -1.393 -2.577
C 3.880 -0.735 -1.851
C 2.612 -0.961 -1.278
C 2.412 -2.269 -0.782
N 1.593 -0.014 -1.190
C 1.901 1.418 -1.422
C 2.124 1.708 -2.918
C 2.485 3.177 -3.145
C 3.719 3.540 -2.311
C 3.419 3.362 -0.819
C 2.235 4.242 -0.425
C 1.019 3.804 -1.237
C 1.299 4.044 -2.721
C 0.723 2.319 -0.991
C 3.072 1.898 -0.528
H 3.780 -5.126 0.105
H 2.847 -5.321 -1.375
H 2.059 -4.699 0.067
H 5.305 -3.806 -1.640
H 6.752 -2.291 -2.787
H 6.764 -0.766 -1.906
H 6.052 -0.844 -3.511
H 4.154 0.224 -2.249
H 1.495 -2.493 -0.264
H 1.183 1.478 -3.417
H 2.874 1.061 -3.365
H 2.704 3.334 -4.207
H 4.010 4.578 -2.510
H 4.564 2.907 -2.601
H 4.302 3.640 -0.231
H 2.457 5.298 -0.615
H 2.028 4.136 0.644
H 0.139 4.373 -0.922
H 1.510 5.104 -2.898
H 0.418 3.779 -3.315
H -0.186 2.041 -1.526
H 0.527 2.170 0.077
H 2.752 1.799 0.513
H 3.964 1.287 -0.637
C -3.004 -1.047 -4.108
Si -1.723 0.296 -3.816
C -2.601 1.956 -3.956
C -0.501 0.244 -5.254
O -1.066 0.143 -2.358
H -3.496 -0.909 -5.072
H -3.770 -1.022 -3.332
H -2.553 -2.038 -4.094
H -2.890 2.133 -4.994
H -1.952 2.775 -3.646
H -3.504 1.993 -3.347
H -1.034 0.075 -6.190
H 0.235 -0.550 -5.145
H 0.038 1.186 -5.352
```

---

Formula: C3H4ClF
Source: the Open Molecules 2025 dataset
Level of theory: ωB97M-V/def2-TZVPD

- relative energy (zero: lowest compared OMol25 entry of this formula, charge and spin) (kcal per mole) = 25.07
- HOMO (Eh) = -0.3794
- E_LUMO (eV) = 1.108
- frontier orbital gap (eV) = 11.43

Structure (XYZ):
```
9
C3H4ClF (ωB97M-V/def2-TZVPD)
F -1.225 -1.722 -0.109
C -0.320 -0.947 0.427
C -0.227 0.494 0.019
C 0.764 -0.544 -0.495
Cl 2.502 -0.375 0.030
H 0.155 -1.299 1.412
H -0.905 0.945 -0.730
H 0.046 1.310 0.755
H 0.518 -0.686 -1.449
```

---

Q: The highest relative energy (zero: lowest compared OMol25 entry of this formula, charge and spin) belongs to which entry?
A: C20H26ClN3O4S2

---

Please write out number 1 again, unchanged.
Formula: C20H26ClN3O4S2
Source: the Open Molecules 2025 dataset
Level of theory: ωB97M-V/def2-TZVPD

- relative energy (zero: lowest compared OMol25 entry of this formula, charge and spin) (kcal per mole) = 454.77
- HOMO (Eh) = -0.3206
- E_LUMO (eV) = -0.249
- frontier orbital gap (eV) = 8.47

Structure (XYZ):
```
56
C20H26ClN3O4S2 (ωB97M-V/def2-TZVPD)
C -0.675 -1.606 -4.494
C -0.429 -1.266 -3.170
C 0.672 -1.879 -2.530
C 0.937 -1.498 -1.072
C 0.161 -0.587 -0.386
S 0.341 -0.410 1.303
O 0.739 1.118 1.363
O -0.826 -0.798 2.138
N 1.762 -1.035 1.766
C 1.529 -2.393 2.385
C 1.223 -2.513 3.770
N 2.551 -1.610 4.348
C 2.048 -1.598 6.006
C 2.351 -0.404 4.082
C 2.787 -0.384 2.484
C -1.114 -0.175 -0.888
C -2.059 0.750 -0.148
C -1.361 -0.408 -2.163
N -2.178 0.118 -3.119
C -3.732 -0.378 -2.941
S -1.783 1.578 -3.755
O -0.929 1.450 -4.816
O -3.129 2.062 -4.089
C -0.930 2.388 -2.423
C 0.375 2.392 -2.183
C 0.847 2.749 -1.129
C 0.314 3.761 -0.379
Cl 0.866 4.426 1.067
C -1.203 4.076 -0.508
C -1.797 3.604 -1.656
H 0.069 -2.210 -4.846
H -0.681 -0.596 -5.089
H -1.779 -2.138 -4.615
H 1.430 -2.469 -3.104
H 1.832 -1.947 -0.555
H 2.403 -3.160 2.249
H 0.664 -2.937 1.810
H 0.260 -1.639 3.967
H 1.317 -3.408 4.187
H 2.245 -2.636 6.287
H 1.335 -1.199 6.330
H 2.991 -0.976 6.328
H 1.537 0.407 3.911
H 3.281 0.364 4.333
H 3.727 -0.791 2.286
H 2.890 0.507 1.961
H -2.775 0.966 -0.917
H -2.690 -0.079 0.610
H -1.611 1.325 0.447
H -4.414 0.482 -3.199
H -3.665 -1.312 -3.698
H -3.966 -0.477 -1.985
H 0.687 1.370 -2.646
H 2.025 2.591 -0.860
H -1.648 4.729 -0.183
H -2.825 3.701 -1.874
```